[1]
C3H4N2O | ωB97M-V/def2-TZVPD

XYZ file:
```
10
C3H4N2O | the OMol25 dataset | ωB97M-V/def2-TZVPD
O 0.09769 1.85952 -0.90810
C 0.10530 0.59814 -0.39591
C 0.01540 -0.59254 -1.15563
N -0.11027 -1.64964 -0.36879
N -0.02696 -1.17093 0.87746
C 0.11161 0.18762 0.91347
H -0.08844 2.47782 -0.19102
H 0.04026 -0.70990 -2.23086
H -0.41307 -1.73052 1.62307
H 0.26849 0.73043 1.83631
```

The value obtained for the frontier orbital gap is 9.513 eV. The structure (SMILES) is Oc1cn[nH]c1. The value obtained for the energy above the lowest of the compared OMol25 structures with the same formula, charge and spin is 1.3939 eV. Its highest occupied orbital energy is -8.74 eV.

[2]
C3H4N2O | ωB97M-V/def2-TZVPD

XYZ file:
```
10
C3H4N2O | the OMol25 dataset | ωB97M-V/def2-TZVPD
C -2.76653 0.90469 -0.15923
C -1.59774 0.62633 -0.13344
N -0.31389 0.29527 -0.09502
C 0.24965 -0.81181 0.26315
N 1.91757 -0.17906 -0.04196
O 0.18336 -1.92313 0.66146
H -3.77753 1.20923 -0.20819
H 1.24204 0.74701 -0.33078
H 2.47083 -0.15782 0.80890
H 2.39224 -0.71073 -0.76490
```

The value obtained for the frontier orbital gap is 9.278 eV. The structure (SMILES) is C#C/N=C(/[NH3+])[O-]. The value obtained for the energy above the lowest of the compared OMol25 structures with the same formula, charge and spin is 3.7798 eV. Its highest occupied orbital energy is -8.80 eV.

[3]
C3H4N2O | ωB97M-V/def2-TZVPD

XYZ file:
```
10
C3H4N2O | the OMol25 dataset | ωB97M-V/def2-TZVPD
C 0.51970 -1.08122 -0.05866
C 0.88199 1.11596 0.09155
C -0.74692 -0.39024 -0.39238
N 1.40903 -0.22659 0.19957
N -0.48034 1.02321 -0.41275
O -1.31289 0.37064 0.56106
H 0.67174 -2.14335 -0.05160
H 0.92063 1.59839 1.07581
H 1.47502 1.69943 -0.61528
H -3.33797 -1.96622 -0.39732
```

The value obtained for the frontier orbital gap (alpha / beta) is 9.125 / 9.528 eV. The value obtained for the energy above the lowest of the compared OMol25 structures with the same formula, charge and spin is 8.5717 eV. Its highest occupied orbital energy (alpha / beta) is -9.86 / -9.22 eV.

[4]
C3H4N2O | ωB97M-V/def2-TZVPD

XYZ file:
```
10
C3H4N2O | the OMol25 dataset | ωB97M-V/def2-TZVPD
O 2.19662 -0.45203 -0.23077
C 0.88557 -0.14860 -0.10394
C -0.12401 -1.00879 0.23013
N -1.25862 -0.21402 0.21992
C -0.87539 1.03927 -0.11032
N 0.42236 1.11639 -0.31026
H 2.65865 0.38800 -0.36115
H -0.12764 -2.05087 0.50332
H -2.20544 -0.53401 0.34844
H -1.57210 1.86467 -0.18538
```

The value obtained for the frontier orbital gap is 9.220 eV. The structure (SMILES) is Oc1c[nH]cn1. The value obtained for the energy above the lowest of the compared OMol25 structures with the same formula, charge and spin is 0.4497 eV. Its highest occupied orbital energy is -8.29 eV.

[5]
C3H4N2O | ωB97M-V/def2-TZVPD

XYZ file:
```
10
C3H4N2O | the OMol25 dataset | ωB97M-V/def2-TZVPD
N 1.82630 0.83662 -1.66930
C 1.36561 0.15253 -0.85800
C 0.73305 -0.67645 0.16675
C -0.64855 -0.20091 0.64395
N -1.25098 0.75322 -0.10457
O -1.14383 -0.71267 1.62806
H 1.37498 -0.73917 1.04893
H 0.61559 -1.69445 -0.21800
H -2.16119 1.07387 0.18861
H -0.80691 1.19289 -0.89532
```

The value obtained for the frontier orbital gap is 11.245 eV. The structure (SMILES) is N#CCC(N)=O. The value obtained for the energy above the lowest of the compared OMol25 structures with the same formula, charge and spin is 0.1363 eV. Its highest occupied orbital energy is -10.55 eV.

[6]
C3H4N2O | ωB97M-V/def2-TZVPD

XYZ file:
```
10
C3H4N2O | the OMol25 dataset | ωB97M-V/def2-TZVPD
O -1.47176 -0.27570 -0.03565
C -0.05737 -1.15386 0.06063
C -0.04636 -0.01916 -0.86667
N 0.67020 1.01243 -0.35913
N 1.06054 0.73845 0.95202
C 0.63934 -0.45386 1.19388
H -2.00942 -0.90381 -0.54119
H -0.29541 -0.02276 -1.92223
H 0.62547 1.98235 -0.63132
H 0.88477 -0.90408 2.14966
```

The value obtained for the frontier orbital gap is 8.743 eV. The value obtained for the energy above the lowest of the compared OMol25 structures with the same formula, charge and spin is 5.3379 eV. Its highest occupied orbital energy is -8.37 eV.